{"formula": "C33H47CsI2N7O3SSi2", "method": "ωB97M-V/def2-TZVPD", "symbols": ["Cs", "I", "C", "I", "H", "H", "C", "O", "C", "C", "C", "C", "C", "C", "N", "N", "C", "C", "C", "C", "O", "C", "N", "C", "C", "C", "C", "H", "H", "H", "H", "H", "H", "H", "H", "H", "H", "H", "H", "C", "N", "C", "S", "N", "C", "H", "H", "H", "H", "H", "H", "H", "H", "N", "C", "O", "C", "C", "C", "C", "N", "C", "H", "H", "H", "H", "H", "H", "C", "Si", "C", "C", "C", "Si", "C", "C", "C", "H", "H", "H", "H", "H", "H", "H", "H", "H", "H", "H", "H", "H", "H", "H", "H", "H", "H", "H"], "coordinates": [[0.05942, 0.16481, -2.57363], [2.05702, 1.00701, -5.60642], [0.66192, 2.68761, -5.58923], [-1.41508, 2.19261, -5.17383], [0.70102, 3.14251, -6.57362], [1.00222, 3.37921, -4.82732], [-5.69848, 2.74721, 4.60197], [-5.75178, 2.46911, 3.22977], [-5.82738, 1.14781, 2.85268], [-5.91598, 0.91671, 1.48167], [-5.97948, -0.36549, 0.99417], [-5.96328, -1.46929, 1.86237], [-5.91408, -1.22199, 3.23458], [-5.82938, 0.06741, 3.72398], [-6.17678, -2.75969, 1.41468], [-5.65998, -3.27449, 0.39797], [-4.59768, -2.78459, -0.30043], [-4.60298, -3.06329, -1.67772], [-3.73198, -2.46779, -2.54912], [-2.73638, -1.54699, -2.12692], [-1.99548, -0.93059, -2.92862], [-2.59908, -1.38359, -0.68053], [-1.56158, -0.64469, -0.26023], [-1.35188, -0.51829, 1.02907], [-2.10468, -1.19389, 1.99288], [-3.16368, -1.96509, 1.58107], [-3.49808, -2.02219, 0.21557], [-5.66388, 3.83451, 4.68918], [-4.80068, 2.31551, 5.06298], [-6.58878, 2.36981, 5.12208], [-5.90628, 1.76721, 0.81737], [-6.05468, -0.52799, -0.07083], [-5.92078, -2.05639, 3.92107], [-5.75638, 0.20871, 4.79058], [-5.39588, -3.69629, -2.05332], [-3.80288, -2.65099, -3.61263], [-0.52518, 0.12041, 1.31858], [-1.83828, -1.11979, 3.03898], [-3.71698, -2.55639, 2.29827], [3.98392, -3.46589, -1.74882], [2.69432, -4.01289, -1.41733], [1.70552, -4.22909, -2.30712], [1.95012, -4.20479, -3.94803], [0.50952, -4.56419, -1.76753], [-0.72498, -4.62539, -2.50793], [4.77182, -4.15859, -1.44823], [4.11942, -2.50689, -1.23713], [4.02732, -3.32039, -2.82622], [2.43822, -3.93219, -0.44413], [0.42562, -4.51969, -0.76173], [-0.55988, -4.22649, -3.50892], [-1.48908, -4.02579, -2.01202], [-1.07408, -5.65799, -2.59723], [-0.41208, 7.33191, -0.53513], [-0.01128, 6.29501, -1.32772], [0.03792, 6.41831, -2.54092], [0.39912, 5.05131, -0.64093], [0.58672, 4.89831, 0.73947], [1.03112, 3.67901, 1.21487], [1.25622, 2.63811, 0.32267], [1.05522, 2.76121, -0.98933], [0.65272, 3.92981, -1.43862], [-0.75488, 8.15571, -1.00092], [-0.63858, 7.20821, 0.43447], [0.41282, 5.71471, 1.42787], [1.20762, 3.53581, 2.27038], [1.64892, 1.68631, 0.65297], [0.51452, 4.03091, -2.50952], [4.27512, 1.52141, -2.19313], [4.67412, 0.77901, -0.47853], [6.42162, -0.02009, -0.53263], [4.94642, 2.29931, 0.67537], [3.31272, -0.38059, -0.01663], [3.13922, -1.29079, 1.56748], [2.84602, -0.22629, 3.14398], [1.65322, -2.51259, 1.50558], [4.69972, -2.34939, 1.93928], [5.06682, 2.16551, -2.56192], [3.36842, 2.11701, -2.13112], [4.11592, 0.74121, -2.93132], [7.17672, 0.68671, -0.86823], [6.45682, -0.88099, -1.19233], [6.70312, -0.35809, 0.45967], [5.80512, 2.89001, 0.36397], [5.12342, 1.97851, 1.69787], [4.07752, 2.95191, 0.68057], [2.43022, -0.35279, -0.65283], [1.86602, 0.24361, 3.14038], [3.58292, 0.56851, 3.18358], [2.92842, -0.79709, 4.06477], [0.99772, -2.39129, 2.36237], [1.99332, -3.54799, 1.50918], [1.05212, -2.35019, 0.61488], [5.45842, -1.76299, 2.44807], [5.14832, -2.71399, 1.02207], [4.48082, -3.21039, 2.56517]], "forces_ev_per_angstrom": [[3.1, 1.0, 0.4], [-0.6, 0.7, -0.2], [0.0, -0.5, 0.0], [0.7, 0.3, -0.4], [-0.1, -0.1, 0.1], [-0.1, -0.1, 0.0], [0.0, 0.0, 0.3], [0.0, -0.3, -0.3], [0.0, 0.1, 0.0], [0.1, 0.1, 0.2], [0.0, -0.2, 0.1], [0.2, 1.3, 0.3], [0.0, -0.3, -0.6], [0.1, 0.5, 0.2], [-0.6, -1.2, 0.1], [-0.7, -0.7, 0.3], [0.9, 0.6, -0.9], [-0.3, 0.1, 0.8], [0.4, 0.3, -0.4], [-0.9, -0.6, -0.1], [-2.0, -0.9, -0.5], [-0.5, -0.4, 0.2], [0.1, 0.2, 0.3], [0.1, 0.1, -0.1], [-0.3, -0.2, 0.1], [0.3, 0.1, 0.2], [0.1, -0.1, -0.2], [0.0, -0.1, 0.0], [-0.1, 0.1, 0.0], [0.1, 0.0, 0.0], [-0.1, 0.1, -0.1], [0.0, 0.0, -0.1], [0.0, -0.1, 0.0], [0.0, 0.1, 0.1], [0.0, -0.1, 0.0], [0.0, 0.0, -0.1], [0.1, 0.0, 0.1], [0.0, 0.0, 0.0], [0.0, 0.1, 0.0], [0.5, 0.1, -0.1], [-0.4, 0.0, 0.2], [0.1, -0.3, 0.5], [0.1, 0.2, -0.9], [0.1, 0.3, 0.4], [-0.3, -0.1, -0.2], [0.1, 0.0, 0.0], [0.0, 0.0, 0.0], [0.1, 0.0, 0.1], [-0.1, 0.1, -0.1], [0.1, 0.1, -0.1], [0.0, 0.0, 0.1], [0.0, -0.1, 0.0], [-0.1, 0.1, 0.0], [0.0, 0.0, 0.1], [-0.1, 0.6, -0.3], [0.0, -0.1, 0.2], [0.3, -0.8, 0.4], [-0.1, 0.1, -0.6], [-0.1, 0.0, 0.1], [0.0, 0.2, 0.1], [0.1, -0.3, 0.2], [-0.2, 0.8, -0.2], [0.0, -0.1, 0.0], [0.0, 0.0, -0.1], [0.0, 0.0, 0.0], [0.0, -0.1, 0.1], [0.1, -0.3, 0.1], [-0.1, 0.0, 0.0], [0.2, -0.2, 0.4], [-0.7, -0.5, 0.1], [-0.5, 0.3, -0.1], [0.0, -0.4, -0.4], [0.7, 0.2, 0.9], [0.1, 0.4, -1.0], [0.2, -0.4, -0.3], [0.3, 0.2, 0.0], [-0.4, 0.3, 0.1], [0.3, 0.2, -0.1], [-0.2, 0.1, 0.0], [0.0, -0.2, -0.1], [0.1, 0.2, 0.0], [-0.1, -0.2, -0.2], [0.1, -0.1, 0.3], [0.2, 0.1, -0.1], [0.0, -0.1, 0.2], [-0.2, 0.1, 0.0], [-0.1, 0.0, -0.1], [-0.3, 0.1, -0.1], [0.2, 0.2, 0.0], [0.0, -0.2, 0.2], [-0.1, 0.0, 0.2], [0.1, -0.2, 0.1], [-0.1, 0.1, -0.2], [0.2, 0.2, 0.2], [0.0, -0.1, -0.3], [-0.1, -0.2, 0.2]], "mol_weight_g_mol": 1064.737, "lumo_energy_ha": 0.04910, "total_charge": -1, "relative_energy_kcal_mol": 34.7, "homo_ev": -3.4}

***

{"formula": "C9H14NOPS", "method": "ωB97M-V/def2-TZVPD", "symbols": ["C", "C", "C", "C", "C", "C", "C", "C", "C", "N", "O", "P", "S", "H", "H", "H", "H", "H", "H", "H", "H", "H", "H", "H", "H", "H", "H"], "coordinates": [[-1.58767, 2.27980, 1.24160], [-2.82788, 1.71769, 1.17682], [-0.37000, 1.76792, 0.93002], [-1.68691, -0.55484, 0.33801], [1.79133, 1.13236, 0.01070], [3.60107, 2.45109, -1.29406], [-2.66232, -3.42776, 0.21979], [0.09488, -2.83210, -0.39058], [3.02740, 2.00417, 0.05198], [0.78657, 1.77697, 0.47479], [-1.92715, -2.05691, -2.00432], [-1.61026, -2.14159, -0.56661], [-3.18999, 0.04964, 0.76298], [-1.47554, 3.34285, 1.72477], [-3.76701, 2.09783, 1.40677], [1.64137, 0.33904, -0.57400], [4.13257, 3.31267, -1.05172], [2.83277, 2.65751, -1.92212], [4.20635, 1.73963, -1.73500], [-2.10131, -4.33889, 0.36130], [-3.04789, -3.09538, 1.09637], [-3.44161, -3.74272, -0.54998], [0.03674, -3.68862, -1.02250], [0.69619, -2.06804, -0.59350], [0.32354, -3.13908, 0.71145], [3.74311, 1.49884, 0.65848], [2.78167, 2.91793, 0.53855]], "forces_ev_per_angstrom": [[-0.3, 2.2, 0.9], [0.3, -1.9, -0.4], [1.5, -0.7, -0.8], [-1.3, 0.5, -0.2], [0.9, 5.5, 1.7], [0.1, -1.0, 2.7], [0.4, -1.0, -3.8], [-3.4, -2.0, 4.1], [-0.1, -1.1, -0.9], [-2.9, -1.4, 1.2], [-0.1, 0.7, -0.7], [0.2, -1.2, 1.1], [3.1, -0.1, -0.9], [-0.3, -2.0, -1.1], [-1.0, 1.7, 0.8], [-0.5, -3.4, -1.9], [1.2, 1.5, -0.2], [-2.3, 0.9, -2.0], [1.4, -1.5, -0.9], [0.4, -0.2, 0.3], [-1.5, 0.8, 2.7], [0.7, 0.8, 1.1], [0.6, -0.5, -0.6], [3.0, 2.7, -1.5], [-0.5, 0.4, -1.9], [1.0, -0.3, 0.4], [-0.5, 0.5, 0.8]], "mol_weight_g_mol": 215.258, "lumo_energy_ha": -0.03365, "relative_energy_kcal_mol": 95.4, "homo_ev": -7.2}

***

{"formula": "H30O15", "method": "ωB97M-V/def2-TZVPD", "symbols": ["H", "H", "H", "H", "H", "H", "H", "H", "H", "H", "H", "H", "H", "H", "H", "H", "H", "H", "H", "H", "H", "H", "H", "H", "H", "H", "H", "H", "H", "H", "O", "O", "O", "O", "O", "O", "O", "O", "O", "O", "O", "O", "O", "O", "O"], "coordinates": [[0.61824, -0.45103, 0.67174], [0.68057, 1.04560, 0.40035], [0.31859, 0.46751, 2.26564], [1.33320, 0.83568, 3.33341], [-3.79853, -0.42136, -1.06858], [-4.68947, -0.76296, -2.38504], [2.32759, -1.81730, 2.38192], [2.47198, -2.32628, 1.01044], [0.69867, -0.37014, -2.18168], [0.14082, 0.96732, -2.37335], [-1.22944, 3.70709, 1.36936], [0.10533, 4.00082, 0.73788], [-1.14817, -2.04503, 3.96993], [-0.85911, -0.68156, 3.75481], [4.47119, -1.63947, -2.53595], [3.62097, -1.30441, -1.32332], [-3.36229, 1.15565, -0.55745], [-2.33757, 1.12625, -1.72104], [0.72158, 4.79699, -1.41585], [0.15135, 3.57607, -2.17252], [-1.01681, -3.77035, -2.08904], [0.27863, -4.17801, -1.36886], [-2.19840, -1.45997, 1.26312], [-3.29014, -0.38867, 1.50546], [1.28101, 2.19704, -0.90882], [2.46718, 3.14170, -0.72316], [4.06441, 0.77434, 0.10807], [3.11087, -0.35856, 0.47273], [-1.79611, -3.49864, 0.01175], [-1.74369, -2.57183, -1.13187], [0.26628, 0.27250, 0.05542], [0.42760, 1.00024, 3.03418], [-4.63520, -0.30457, -1.50065], [1.80095, -1.97195, 1.65504], [0.17801, 0.30023, -1.68097], [-0.33970, 3.31981, 1.35400], [-1.31836, -1.40989, 3.30628], [4.46955, -1.58798, -1.55762], [-3.35564, 1.11215, -1.50728], [-0.08262, 4.28146, -1.52919], [-0.15951, -4.17706, -2.23691], [-2.58542, -0.82273, 1.91229], [1.49190, 3.03381, -0.46456], [3.97861, -0.18262, 0.09425], [-1.52893, -2.60994, -0.23437]], "forces_ev_per_angstrom": [[-0.9, 1.0, -0.6], [0.3, 1.4, 0.8], [-0.5, -0.6, -1.1], [-0.3, 0.1, -0.1], [0.0, -1.0, -0.7], [0.5, 0.6, 1.8], [1.6, 0.6, 2.9], [-1.1, 0.2, 0.7], [-0.4, 0.1, 0.4], [-0.5, 0.6, -1.3], [0.1, -0.4, 0.3], [-0.8, -2.0, 1.3], [0.2, -1.9, 1.2], [-0.2, 0.6, -0.7], [0.0, -0.2, 0.8], [-1.6, 0.8, 0.3], [0.1, 0.6, 0.8], [-2.4, 0.5, 0.8], [-0.1, -0.2, -0.2], [-0.2, 1.0, 0.8], [0.3, -0.3, -0.1], [-0.3, 0.1, -0.4], [-0.6, 1.0, 0.6], [-2.0, 1.0, -1.6], [-0.2, 0.1, 0.2], [-1.9, -0.2, 0.7], [0.0, 0.1, 0.1], [-0.2, 0.3, 0.4], [-0.1, -0.2, 0.4], [-0.7, 0.8, -2.1], [1.1, -3.3, 10.3], [0.7, 0.5, 1.5], [-5.6, -5.3, -1.1], [-0.4, -0.9, -3.8], [0.2, 0.1, -9.8], [0.3, 2.3, -1.4], [2.7, -0.2, 2.5], [2.2, -1.9, -2.9], [7.6, 4.6, -1.4], [-1.3, 0.6, -1.7], [0.4, -0.2, 0.1], [-0.3, -0.4, -2.0], [4.3, -1.1, -0.4], [-0.6, 1.0, 1.4], [0.5, -0.3, 2.1]], "mol_weight_g_mol": 270.225, "lumo_energy_ha": -0.01731, "relative_energy_kcal_mol": 271.8, "homo_ev": -8.6}

***

Q: Which formula does entry 3 have?
A: H30O15